DFT (wB97M-V/def2-TZVPD) results for C27H33BrIrN3O2Se2 as an isolated structure.

Cartesian coordinates (Å):
Ir1 -0.491 0.882 0.733
C1 -3.341 2.840 0.018
Se1 -2.347 2.325 1.606
C2 -3.662 1.138 2.437
C3 -3.868 -0.130 1.656
Se2 -2.136 -0.910 1.291
C4 -1.636 -1.418 3.106
H1 -4.192 3.411 0.385
H2 -3.661 1.987 -0.571
H3 -2.695 3.488 -0.567
H4 -4.590 1.685 2.608
H5 -3.211 0.944 3.410
H6 -4.305 0.028 0.670
H7 -4.490 -0.856 2.181
H8 -2.176 -2.332 3.345
H9 -1.887 -0.629 3.807
H10 -0.562 -1.590 3.121
C5 2.977 2.044 0.435
O1 2.052 0.945 0.586
C6 2.635 -0.290 0.726
C7 3.984 -0.519 0.930
C8 4.434 -1.836 0.959
Br1 6.264 -2.155 1.228
C9 3.574 -2.902 0.779
C10 2.209 -2.679 0.596
C11 1.773 -1.362 0.592
O2 0.406 -1.033 0.368
C12 1.359 -3.846 0.324
N1 1.825 -4.924 -0.231
C13 0.754 -5.794 -0.317
C14 0.703 -7.094 -0.822
C15 -0.506 -7.751 -0.762
C16 -1.648 -7.142 -0.214
C17 -1.617 -5.855 0.285
C18 -0.395 -5.196 0.213
N2 0.009 -3.928 0.604
H11 3.667 1.817 -0.377
H12 3.513 2.205 1.369
H13 2.394 2.920 0.184
H14 4.691 0.285 1.053
H15 3.933 -3.921 0.765
H16 0.073 -1.531 -0.399
H17 1.586 -7.558 -1.237
H18 -0.584 -8.761 -1.140
H19 -2.574 -7.699 -0.181
H20 -2.501 -5.397 0.708
H21 -0.527 -3.292 1.164
C19 -1.313 3.888 -3.714
N3 -0.255 2.978 -3.355
C20 1.005 3.092 -4.051
C21 -0.285 2.382 -2.064
C22 0.080 3.263 -0.863
C23 0.671 4.511 -1.048
C24 1.124 5.264 0.025
C25 1.026 4.784 1.326
C26 0.417 3.562 1.550
C27 -0.038 2.808 0.461
H22 -1.373 3.966 -4.799
H23 -1.199 4.906 -3.314
H24 -2.271 3.496 -3.363
H25 0.819 3.171 -5.122
H26 1.598 2.192 -3.885
H27 1.617 3.957 -3.761
H28 0.404 1.528 -2.064
H29 -1.281 1.955 -1.890
H30 0.790 4.887 -2.053
H31 1.564 6.236 -0.156
H32 1.390 5.371 2.157
H33 0.298 3.196 2.562

Its orbital gap is 0.1750 Ha. The lowest unoccupied orbital energy comes out at -0.2965 Eh. Its spin multiplicity is 1. The total charge is +2. As for the HOMO energy: -12.830 eV.

What are the Löwdin partial charges on each atom? They are as follows, in elementary charge units: Ir 0.875; C -0.262; Se 1.111; C -0.465; C -0.463; Se 1.039; C -0.274; H 0.058; H 0.047; H 0.034; H 0.104; H 0.062; H 0.076; H 0.104; H 0.058; H 0.038; H 0.044; C 0.000; O -0.158; C -0.209; C -0.038; C -0.652; Br 0.848; C -0.041; C -0.059; C -0.141; O -0.228; C -0.274; N 0.200; C -0.210; C 0.008; C -0.065; C -0.069; C -0.022; C -0.188; N 0.153; H 0.122; H 0.119; H 0.059; H 0.111; H 0.123; H 0.128; H 0.122; H 0.112; H 0.111; H 0.105; H 0.098; C -0.072; N -0.286; C -0.069; C -0.179; C -0.204; C -0.005; C -0.019; C -0.049; C -0.157; C -0.433; H 0.095; H 0.084; H 0.084; H 0.095; H 0.090; H 0.079; H 0.122; H 0.106; H 0.109; H 0.128; H 0.126; H 0.106

DFT (wB97M-V/def2-TZVPD) results for C27H33BrIrN3O2Se2 as an isolated structure.

Cartesian coordinates (Å):
Ir1 0.256 1.481 -0.973
C1 3.865 1.383 -0.084
Se1 2.578 1.221 -1.535
C2 2.938 2.873 -2.530
C3 2.254 4.095 -1.958
Se2 0.332 3.759 -1.736
C4 -0.083 5.120 -0.414
H1 4.778 0.919 -0.449
H2 3.468 0.844 0.772
H3 4.033 2.423 0.173
H4 2.615 2.660 -3.549
H5 4.021 2.991 -2.537
H6 2.330 4.933 -2.652
H7 2.666 4.404 -1.000
H8 0.106 6.079 -0.891
H9 0.512 4.986 0.481
H10 -1.142 5.034 -0.184
C5 -2.900 2.260 -0.802
O1 -1.871 1.272 -1.064
C6 -2.299 -0.031 -1.343
C7 -3.596 -0.342 -1.691
C8 -3.892 -1.664 -2.016
Br1 -5.649 -2.097 -2.511
C9 -2.922 -2.646 -1.988
C10 -1.622 -2.331 -1.600
C11 -1.338 -1.018 -1.280
O2 -0.055 -0.627 -0.864
C12 -0.571 -3.357 -1.627
N1 -0.482 -4.255 -2.555
C13 0.662 -4.986 -2.251
C14 1.217 -6.079 -2.916
C15 2.355 -6.638 -2.375
C16 2.937 -6.130 -1.201
C17 2.406 -5.042 -0.537
C18 1.263 -4.482 -1.094
N2 0.480 -3.391 -0.720
H11 -3.501 2.405 -1.696
H12 -2.378 3.173 -0.550
H13 -3.509 1.931 0.039
H14 -4.377 0.402 -1.732
H15 -3.149 -3.665 -2.268
H16 0.612 -1.258 -1.201
H17 0.758 -6.469 -3.814
H18 2.812 -7.492 -2.856
H19 3.824 -6.607 -0.807
H20 2.857 -4.658 0.368
H21 0.416 -3.051 0.228
C19 -1.590 -1.218 3.759
N3 -2.109 -0.179 2.896
C20 -3.017 0.774 3.492
C21 -1.314 0.249 1.788
C22 -0.160 1.234 2.029
C23 0.145 1.565 3.351
C24 1.159 2.439 3.697
C25 1.914 3.022 2.696
C26 1.627 2.717 1.374
C27 0.603 1.843 1.022
H22 -2.420 -1.695 4.280
H23 -0.873 -0.882 4.519
H24 -1.098 -1.982 3.154
H25 -3.785 0.236 4.048
H26 -3.517 1.344 2.704
H27 -2.552 1.494 4.179
H28 -1.996 0.706 1.066
H29 -0.902 -0.649 1.323
H30 -0.445 1.112 4.132
H31 1.357 2.657 4.737
H32 2.718 3.708 2.931
H33 2.239 3.173 0.612

Its orbital gap is 0.2244 Ha. The lowest unoccupied orbital energy comes out at -0.2543 Eh. Its spin multiplicity is 1. The total charge is +2. As for the HOMO energy: -13.027 eV.

What are the Löwdin partial charges on each atom? They are as follows, in elementary charge units: Ir 0.862; C -0.287; Se 1.029; C -0.461; C -0.455; Se 1.016; C -0.275; H 0.051; H 0.051; H 0.043; H 0.083; H 0.098; H 0.096; H 0.076; H 0.055; H 0.037; H 0.034; C 0.006; O -0.295; C -0.205; C -0.029; C -0.652; Br 0.854; C -0.027; C -0.058; C -0.175; O -0.120; C -0.283; N 0.209; C -0.209; C 0.005; C -0.063; C -0.067; C -0.018; C -0.190; N 0.139; H 0.117; H 0.070; H 0.113; H 0.115; H 0.130; H 0.122; H 0.122; H 0.112; H 0.112; H 0.111; H 0.162; C -0.073; N -0.279; C -0.070; C -0.161; C -0.155; C -0.016; C -0.038; C -0.058; C -0.199; C -0.222; H 0.094; H 0.081; H 0.084; H 0.095; H 0.082; H 0.083; H 0.094; H 0.112; H 0.097; H 0.122; H 0.121; H 0.041

DFT (wB97M-V/def2-TZVPD) results for C27H33Cl3CoN7S3 as an isolated structure in a non-equilibrium geometry.

Cartesian coordinates (Å):
Co1 -0.448 0.012 -1.910
N1 -3.895 1.212 -2.081
C1 -2.979 2.112 -1.662
N2 -1.696 1.865 -1.570
C2 -1.029 2.957 -1.027
C3 -1.791 4.033 -0.765
S1 -3.435 3.703 -1.172
C4 0.403 2.775 -0.753
C5 1.262 3.662 -0.220
S2 2.823 2.943 -0.073
C6 2.208 1.477 -0.749
N3 0.931 1.526 -1.057
N4 2.987 0.380 -0.875
H1 -3.617 0.256 -2.214
H2 -4.873 1.435 -2.084
H3 -1.499 4.989 -0.360
H4 1.084 4.681 0.083
H5 3.985 0.499 -0.845
H6 2.637 -0.344 -1.496
C7 2.887 -4.757 -1.464
C8 1.770 -4.234 -0.768
C9 1.167 -3.088 -1.200
C10 1.640 -2.378 -2.343
C11 1.040 -1.138 -2.746
C12 1.563 -0.558 -3.886
C13 2.639 -1.109 -4.630
C14 3.222 -2.267 -4.212
C15 2.742 -2.927 -3.048
C16 3.349 -4.125 -2.579
H7 3.359 -5.668 -1.118
H8 1.382 -4.757 0.098
H9 0.273 -2.726 -0.707
H10 1.162 0.395 -4.244
H11 2.997 -0.607 -5.521
H12 4.051 -2.702 -4.758
H13 4.190 -4.530 -3.131
C17 2.392 1.526 4.940
C18 2.465 0.014 4.737
C19 1.404 -0.521 3.779
C20 1.587 0.003 2.357
N5 0.641 -0.558 1.397
C21 -0.624 -0.166 1.226
S3 -1.602 -0.946 0.034
N6 -1.075 0.829 1.988
C22 -2.408 1.434 1.949
C23 -3.052 1.410 3.328
C24 -3.320 -0.001 3.850
C25 -4.366 -0.754 3.032
H14 3.082 1.854 5.718
H15 1.387 1.830 5.247
H16 2.650 2.079 4.034
H17 2.345 -0.486 5.699
H18 3.457 -0.264 4.368
H19 0.409 -0.253 4.152
H20 1.438 -1.612 3.745
H21 2.584 -0.245 1.993
H22 1.515 1.094 2.317
H23 0.932 -1.349 0.839
H24 -0.463 1.173 2.711
H25 -2.995 0.871 1.228
H26 -2.315 2.458 1.581
H27 -3.992 1.966 3.265
H28 -2.418 1.959 4.033
H29 -3.645 0.069 4.890
H30 -2.385 -0.571 3.860
H31 -5.293 -0.179 2.962
H32 -4.607 -1.713 3.491
H33 -4.017 -0.961 2.017
Cl1 -0.934 -1.580 -6.763
C26 -2.086 -0.493 -6.037
Cl2 -3.743 -0.986 -6.345
Cl3 -1.803 1.173 -6.532
C27 -1.891 -0.534 -4.567
N7 -1.744 -0.568 -3.434

The expectation value of S² is 3.7599. Its orbital gap (spin up / spin down) is 0.2907 / 0.2776 Ha. The lowest unoccupied orbital energy (spin up / spin down) comes out at -0.0769 / -0.0889 Eh. Its spin multiplicity is 4. The total charge is +1. As for the HOMO energy (spin up / spin down): -10.002 / -9.973 eV.

What are the Löwdin partial charges on each atom? They are as follows, in elementary charge units: Co 0.496; N 0.124; C -0.695; N 0.020; C -0.339; C -0.345; S 1.083; C -0.331; C -0.335; S 1.081; C -0.678; N 0.038; N 0.141; H 0.067; H 0.105; H 0.085; H 0.083; H 0.110; H 0.068; C -0.079; C -0.078; C -0.074; C -0.213; C -0.209; C -0.170; C -0.091; C -0.042; C -0.173; C -0.036; H 0.105; H 0.104; H 0.036; H 0.085; H 0.103; H 0.112; H 0.113; C -0.104; C -0.253; C -0.194; C -0.190; N 0.029; C -0.731; S 0.699; N 0.053; C -0.195; C -0.190; C -0.255; C -0.099; H 0.076; H 0.076; H 0.063; H 0.110; H 0.111; H 0.105; H 0.121; H 0.128; H 0.103; H 0.105; H 0.127; H 0.068; H 0.107; H 0.119; H 0.112; H 0.109; H 0.096; H 0.079; H 0.076; H 0.043; Cl 0.684; C -1.642; Cl 0.664; Cl 0.654; C -0.307; N 0.172

Computed M, in the same sequence as the records: 861.6; 861.6; 717.1 Da.
Computed calculated total energy, in the same sequence as the records: -240656.168; -240658.014; -146661.930 eV.